Entry 1:
19
Properties=species:S:1:pos:R:3:mulliken_charge:R:1 method="wB97M-V/def2-TZVPD" orbital_gap_ha=0.3932 spin_multiplicity=1 de_lowest_kcal_mol=17.0 e_tot_ev=-9474.39725
H -0.12 -1.73 0.36 0.3263
H 1.57 -2.45 -1.45 0.4006
O 2.26 -1.54 0.30 -0.5474
C 0.09 -1.15 -0.55 -0.7126
H -0.60 -1.49 -1.33 0.4418
O 0.99 1.00 0.26 -0.5861
H -1.12 0.12 1.61 0.3087
C -1.73 2.02 0.78 -1.2212
H 1.54 0.34 0.71 0.4136
H 1.95 -0.71 -1.60 0.2758
C -0.15 0.34 -0.28 0.1546
H 3.17 -1.83 0.08 0.2995
C -1.36 0.55 0.63 -0.5345
H -0.87 2.59 1.13 0.2892
H -2.55 2.16 1.50 0.3590
C 1.53 -1.48 -0.93 -0.5247
H -2.06 2.45 -0.18 0.3044
H -0.34 0.85 -1.24 0.2669
H -2.21 -0.02 0.22 0.2860

***

Entry 2:
51
Properties=species:S:1:pos:R:3:mulliken_charge:R:1 method="wB97M-V/def2-TZVPD" orbital_gap_ha=0.1854 spin_multiplicity=1 total_charge=-2 de_lowest_kcal_mol=0.0 e_tot_ev=-184512.97282
C -3.14 -1.01 1.55 -0.9946
C 5.06 -2.11 -0.53 0.3509
C 1.58 2.89 3.15 -0.5705
C -0.26 2.97 -4.04 -0.4910
H -1.35 2.04 0.23 0.1229
C -1.11 2.96 -2.94 -0.5547
C 0.80 2.09 -4.09 -0.7070
H 1.11 2.70 -0.19 0.4524
H 0.32 -1.36 2.47 0.1940
C -1.50 -2.04 -2.28 -1.3800
H 1.83 0.51 -3.08 0.4248
Se 6.48 -1.76 -1.51 -0.4027
H 1.32 -1.04 3.88 0.3282
C 1.50 1.53 3.45 -0.6503
N 4.12 -2.31 0.13 -0.5845
C -3.87 -1.78 0.66 -0.5847
C 1.07 1.01 1.14 0.4143
C 1.26 0.58 2.46 0.7272
H -1.94 3.66 -2.90 0.3401
C 1.44 3.30 1.84 -0.8022
S 0.95 -3.90 -0.23 -0.2699
S 0.55 -4.34 3.02 -0.1790
H -4.87 -2.12 0.92 0.3561
C -3.32 -2.12 -0.56 -0.7337
C 0.99 1.20 -3.04 -0.8979
C -0.92 2.07 -1.87 1.2804
S 2.60 -4.35 3.03 -0.4628
C -1.86 -0.61 1.22 -0.0334
H -3.57 -0.73 2.51 0.3798
H 1.48 2.09 -4.93 0.3962
H -2.28 -2.43 -2.93 0.4185
Cu 2.88 -3.39 0.95 -0.2267
C 1.23 -0.87 2.81 -0.9165
H -0.44 3.67 -4.85 0.3412
H -0.72 -2.79 -2.17 0.1718
Sb 0.76 -0.42 -0.48 1.1200
H 1.52 4.36 1.58 0.3955
C -2.04 -1.70 -0.92 0.5118
H -1.06 -1.16 -2.76 0.2381
H -3.88 -2.73 -1.25 0.3091
C -1.29 -0.95 0.00 0.6692
H -2.60 1.32 -0.77 0.2412
C -1.88 2.14 -0.72 -1.3273
H 2.06 -1.40 2.32 0.1080
H 1.76 3.61 3.94 0.3350
S -0.04 -5.06 1.15 -0.2149
H -2.43 3.08 -0.72 0.4253
H -1.29 -0.02 1.93 0.2700
C 1.20 2.37 0.84 -0.4818
H 1.63 1.21 4.48 0.3736
C 0.16 1.17 -1.92 -0.2295

***

Entry 3:
11
Properties=species:S:1:pos:R:3:mulliken_charge:R:1 method="wB97M-V/def2-TZVPD" orbital_gap_ha=0.3936 spin_multiplicity=1 de_lowest_kcal_mol=95.0 e_tot_ev=-6184.42531
H 0.72 1.07 -1.01 0.3459
C 1.35 -0.69 -0.12 -0.5378
H -2.96 0.31 -0.49 0.2336
C -2.06 -0.03 0.14 -0.3254
H 1.73 -1.41 0.60 0.3314
H 1.04 -1.02 -1.04 0.3180
H -2.10 -0.12 1.21 0.3535
N -0.85 -0.17 -0.47 -0.3255
N 0.23 -0.12 0.60 -0.3178
C 1.13 0.80 -0.05 -0.3215
H 1.79 1.40 0.62 0.2457

***

Entry 4:
49
Properties=species:S:1:pos:R:3:mulliken_charge:R:1 method="wB97M-V/def2-TZVPD" orbital_gap_ha=0.4471 spin_multiplicity=1 total_charge=+2 de_lowest_kcal_mol=0.7 e_tot_ev=-47331.44305
H 2.79 -15.11 2.05 0.3045
H 2.89 -23.92 -4.37 0.3013
N 3.46 -17.91 0.76 -0.3639
H 7.90 -17.17 0.35 0.2846
H -1.88 -20.91 -1.05 0.3470
N 5.48 -20.27 -2.02 -0.3389
C 4.53 -24.86 0.64 -0.8545
N 4.75 -22.27 0.48 -0.3303
C -0.92 -21.09 -1.54 -0.9404
N 2.93 -21.95 -1.90 -0.1573
C 6.03 -20.78 -2.89 0.2782
H 6.25 -22.36 -4.27 0.2630
C 3.42 -15.36 1.19 -0.9264
C 3.44 -16.78 0.95 0.1181
H 4.42 -15.00 1.41 0.2826
H -0.90 -20.55 -2.48 0.2748
N 0.98 -20.24 0.01 -0.3205
C 7.80 -17.76 1.27 -0.9450
Ca 3.66 -20.13 -0.24 2.7227
C 4.66 -23.42 0.54 0.2819
H 3.04 -14.85 0.31 0.2875
H 8.77 -18.22 1.47 0.3312
C 2.63 -22.82 -2.59 0.1760
H 1.65 -18.62 -5.09 0.2937
H 5.51 -25.33 0.64 0.3205
C 2.67 -20.84 3.17 0.1902
N 2.71 -18.86 -2.15 -0.2950
N 6.01 -19.60 0.93 -0.2921
H 2.65 -20.42 5.23 0.2921
H -0.81 -22.15 -1.73 0.2703
H 7.76 -21.68 -3.65 0.2973
H 3.97 -25.24 -0.21 0.2206
H 6.82 -20.76 -4.82 0.3125
C 6.80 -18.79 1.08 0.3566
C 2.47 -18.42 -3.18 0.2072
H 1.49 -17.01 -4.38 0.3129
C 2.24 -21.16 4.54 -0.9532
H 2.60 -22.15 4.81 0.2888
N 3.02 -20.60 2.11 -0.2436
C 2.15 -17.87 -4.48 -0.9896
C 6.75 -21.44 -3.97 -0.8980
H 3.07 -17.56 -4.99 0.3085
H 1.16 -21.13 4.60 0.2974
C 2.27 -23.91 -3.48 -0.9695
C 0.15 -20.63 -0.68 0.4429
H 1.22 -23.81 -3.78 0.2948
H 4.00 -25.11 1.56 0.2848
H 2.39 -24.87 -2.97 0.2862
H 7.53 -17.12 2.11 0.2872

***

Entry 5:
12
Properties=species:S:1:pos:R:3:mulliken_charge:R:1 method="wB97M-V/def2-TZVPD" orbital_gap_ha=0.3957 spin_multiplicity=1 de_lowest_kcal_mol=37.0 e_tot_ev=-9812.70907
C 0.21 -0.48 1.70 0.0665
H -0.80 -1.20 -0.77 0.2963
H 1.66 -0.97 -0.99 0.2976
C -1.07 0.94 -1.06 -0.0887
C -0.39 -0.24 -0.43 0.2192
O -0.80 0.07 0.98 -0.3556
H 1.60 0.65 -0.28 0.2738
H 0.09 -0.55 2.77 0.3852
O -2.10 0.85 -1.68 -0.4530
N 1.25 -0.87 1.09 -0.4778
H -0.63 1.90 -0.74 0.2852
C 1.13 -0.34 -0.28 -0.4488

***

Entry 6:
21
Properties=species:S:1:pos:R:3:mulliken_charge:R:1 method="wB97M-V/def2-TZVPD" orbital_gap_ha=0.4199 spin_multiplicity=1 total_charge=+2 de_lowest_kcal_mol=94.5 e_tot_ev=-9844.30429
H 2.42 -0.04 1.61 0.4472
H -2.51 -1.11 -1.73 0.3593
N 1.01 -0.30 -1.05 -0.4049
H 0.91 -0.31 -2.09 0.4030
H 0.00 0.25 2.01 0.2857
N -0.06 -0.02 -0.04 0.3648
N -1.80 -1.69 -0.02 -0.1405
H 1.30 -1.28 -0.91 0.3921
C -0.67 -1.58 0.36 -0.1582
H -0.13 -2.31 0.93 0.4929
C 1.96 0.90 1.24 -1.6615
C -1.29 0.49 -0.80 -0.6528
C -2.41 -0.71 -0.74 -0.3671
H 1.89 0.22 -0.81 0.2145
C 0.48 0.78 1.14 0.0689
H 0.08 1.78 0.87 0.2814
H -1.63 1.41 -0.28 0.2838
H -1.11 0.72 -1.80 0.4384
H -3.20 -0.22 -0.28 0.3554
H 2.13 1.70 1.95 0.3765
H 2.62 1.30 0.46 0.6212